[1]
83
Properties=species:S:1:pos:R:3:forces:R:3 method="wB97M-V/def2-TZVPD" spin_multiplicity=6 fmax_ev_per_a=0.668 charge=-2 orbital_gap_ev="5.6467 / 5.6890" s_squared=8.753 homo_ev="-2.0 / -2.0" total_energy_ha=-3856.01908
Mn 0.454 -0.530 0.510 -0.3843 -0.1107 -0.5346
I 3.935 -6.648 -2.146 0.0064 -0.0165 -0.0052
C 3.462 -4.706 -1.520 -0.0116 0.0162 -0.0461
C 3.438 -3.672 -2.442 0.0052 -0.0320 0.0598
C 3.107 -2.400 -2.015 0.0206 -0.0006 -0.1758
I 3.033 -0.848 -3.402 0.0375 -0.0991 0.0206
C 2.756 -2.098 -0.682 0.0326 -0.1272 0.1809
O 2.388 -0.924 -0.299 -0.0401 -0.0283 -0.0694
C 2.868 -3.181 0.237 0.0099 0.0196 -0.0759
C 2.747 -2.885 1.698 0.1446 0.1781 0.0512
N 1.503 -2.223 2.071 -0.4726 0.0185 0.1171
C 1.429 -1.919 3.498 0.1484 -0.0327 0.1414
C 1.165 -0.468 3.807 0.0889 0.0605 0.1774
C 0.243 -0.082 4.773 -0.0109 -0.0115 0.0041
C 0.146 1.257 5.100 0.0581 0.0651 -0.0217
C 0.973 2.168 4.457 0.0245 -0.0453 0.0470
C 1.842 1.689 3.490 0.0076 0.0748 0.0391
N 1.944 0.404 3.171 0.1266 0.0043 -0.0055
C 3.185 -4.459 -0.185 0.0319 0.0100 -0.0310
H 3.653 -3.853 -3.485 0.0114 -0.0003 -0.0097
H 3.552 -2.199 1.984 0.0016 0.0089 -0.0177
H 2.891 -3.818 2.265 0.0038 0.0237 0.0199
H 0.723 -2.824 1.836 0.0054 -0.2213 -0.0489
H 2.410 -2.117 3.947 -0.0353 -0.1536 -0.0171
H 0.711 -2.562 4.016 -0.0878 0.0995 -0.0520
H -0.419 -0.816 5.210 0.0122 0.0162 0.0070
H -0.589 1.591 5.822 0.0050 -0.0013 0.0257
H 0.924 3.228 4.668 -0.0096 0.0005 -0.0016
H 2.470 2.371 2.926 0.0157 0.0050 0.0032
H 3.227 -5.263 0.541 0.0105 0.0009 0.0067
C 1.147 4.008 -1.600 -0.0553 0.0020 -0.0511
C 1.628 2.588 -1.919 0.0892 -0.0018 0.0128
C 2.270 1.967 -0.680 -0.0157 0.1200 -0.0121
C 0.558 1.795 -2.670 -0.0124 0.0473 0.0083
C 0.723 1.738 -4.050 -0.1079 0.0796 -0.0609
C -0.230 1.165 -4.870 0.0235 0.0193 0.0554
C -1.388 0.680 -4.295 -0.0479 0.0135 -0.0181
C -1.613 0.714 -2.919 -0.0128 -0.0388 -0.0443
C -3.017 0.265 -2.499 0.0194 -0.0255 -0.0621
C -3.156 -0.721 -1.344 0.0765 0.0781 0.0819
C -3.962 1.455 -2.276 -0.1323 -0.0721 0.0176
C -0.593 1.224 -2.082 0.0471 -0.0614 -0.0215
N -0.657 1.146 -0.673 0.1811 -0.1193 0.1706
C -1.318 2.122 -0.030 0.0207 0.1423 0.0212
C -2.086 3.175 -0.586 0.1881 0.1023 0.0414
C -2.750 4.095 0.212 0.0177 0.0226 0.0099
C -2.678 4.053 1.598 -0.0023 -0.0304 0.0082
C -1.869 3.075 2.185 -0.0259 0.0362 -0.0119
C -1.219 2.191 1.374 0.1305 -0.0457 -0.0602
F -0.321 1.317 1.917 -0.1160 -0.0326 0.1462
H 1.993 4.626 -1.286 0.0156 0.0058 0.0180
H 0.413 4.005 -0.793 -0.0273 -0.0124 0.0168
H 0.683 4.476 -2.471 -0.0071 0.0140 -0.0193
H 2.436 2.694 -2.653 0.0210 0.0062 0.0464
H 1.558 1.913 0.147 0.0560 0.0406 -0.0016
H 3.097 2.608 -0.353 0.0323 0.0239 -0.0195
H 2.659 0.969 -0.870 -0.0545 0.1733 0.0112
H 1.629 2.148 -4.485 0.0134 0.0117 -0.0012
H -0.073 1.096 -5.939 0.0022 -0.0041 -0.0209
H -2.155 0.250 -4.931 -0.0004 -0.0123 -0.0014
H -3.398 -0.253 -3.386 0.0001 0.0042 0.0172
H -2.644 -0.376 -0.447 -0.0131 -0.0200 0.0122
H -2.758 -1.694 -1.615 0.1414 -0.1390 0.0131
H -4.217 -0.841 -1.108 0.0024 -0.0256 0.0030
H -3.835 1.883 -1.283 -0.0886 -0.0931 -0.1075
H -4.997 1.113 -2.365 -0.0224 -0.0193 -0.0077
H -3.799 2.246 -3.012 -0.0063 0.0017 -0.0237
H -2.147 3.248 -1.664 0.0394 0.0566 0.0602
H -3.344 4.866 -0.268 0.0002 0.0060 -0.0105
H -3.220 4.761 2.211 -0.0014 0.0062 0.0033
H -1.737 2.994 3.256 0.0077 0.0038 0.0103
N -1.310 -3.595 1.027 0.0554 0.0055 0.0737
C -1.725 -2.576 1.882 0.0770 -0.1678 -0.2028
N -2.552 -2.795 2.891 0.0422 0.0115 -0.0374
N -2.628 -1.594 3.503 -0.0706 0.0060 0.0584
N -1.894 -0.730 2.895 -0.0907 0.0494 -0.1036
N -1.280 -1.322 1.838 -0.0173 0.0700 0.1671
C -0.864 -3.356 -0.273 -0.2842 -0.0339 0.0721
N -0.973 -4.254 -1.236 0.0216 0.0617 0.0164
N -0.409 -3.643 -2.302 -0.0051 -0.0230 -0.0696
N -0.002 -2.463 -1.984 -0.0813 -0.0004 -0.0507
N -0.283 -2.237 -0.679 0.1899 0.0062 0.0549
H -1.864 -4.433 1.107 0.0313 0.0297 0.0028

---

[2]
18
Properties=species:S:1:pos:R:3:forces:R:3 method="wB97M-V/def2-TZVPD" fmax_ev_per_a=7.772 charge=+2 orbital_gap_ev="5.9117 / 5.9099" homo_ev="-17.0 / -17.0" total_energy_ha=-865.79300
C 0.325 -0.912 1.873 -2.4161 1.6988 1.2954
C 1.480 -1.378 2.484 5.2243 0.0653 1.5387
C -0.328 -0.331 -0.434 0.7698 1.6456 0.7529
C -1.145 -1.220 -1.243 -0.8954 4.0906 -1.7412
C 0.631 1.937 -0.063 -1.2579 1.6536 1.7332
N 0.268 -0.649 0.647 -1.0462 -0.2479 -2.4904
N -1.406 0.694 -2.669 -1.5811 -0.9392 -1.9546
N -0.649 1.410 -1.967 -1.0939 1.9026 -2.7834
N -1.718 -0.598 -2.298 5.0420 1.1461 5.3255
N -0.137 1.069 -0.904 0.6112 -6.8082 3.6979
S 3.031 -1.268 1.851 -2.0783 -0.2510 -0.2410
H -0.565 -0.502 2.488 1.2587 -1.1160 -0.6194
H 1.651 -1.443 3.558 -1.5056 -0.5389 0.0481
H -1.453 -2.170 -0.937 -0.1329 -1.6328 0.2030
H 1.270 1.494 0.736 -0.1285 -0.2223 -1.4784
H 1.082 2.606 -0.768 0.6384 0.7333 0.2314
H -0.175 2.439 0.554 0.9699 0.1620 -0.6844
H -2.163 -1.178 -2.909 -2.3785 -1.3418 -2.8334

---

[3]
95
Properties=species:S:1:pos:R:3:forces:R:3 method="wB97M-V/def2-TZVPD" fmax_ev_per_a=4.127 charge=-1 orbital_gap_ev=4.0985 homo_ev=-3.5 total_energy_ha=-2910.34014
Na -20.566 10.389 2.950 1.5230 -0.1042 -0.9156
C -18.433 15.427 5.631 0.0203 -0.1470 -0.1045
C -19.714 15.768 5.216 -0.0398 0.1593 0.0456
C -20.408 14.947 4.353 -0.1729 -0.3105 -0.2721
C -19.827 13.760 3.872 0.9040 1.5991 1.3638
C -18.544 13.417 4.317 -0.4797 -0.2785 -0.4246
C -17.862 14.243 5.184 0.3260 0.2742 0.2270
N -20.464 12.905 3.017 -2.6429 -0.3380 -2.4351
N -21.412 13.438 2.328 2.8112 0.7778 2.9199
C -22.099 12.645 1.471 -1.4234 -1.4804 -1.9260
C -23.207 13.243 0.836 0.6451 -0.0179 0.5869
C -23.923 12.524 -0.090 -0.0855 -0.5505 -0.3102
C -23.522 11.221 -0.378 -0.1857 0.3958 0.0392
C -22.421 10.717 0.297 -0.1206 -0.4468 -0.4473
N -21.721 11.388 1.186 -0.0878 0.7540 0.4309
H -17.888 16.075 6.305 -0.0142 -0.0350 0.0280
H -20.172 16.683 5.575 -0.0150 -0.0742 -0.0037
H -21.420 15.177 4.050 0.0243 0.0654 0.0138
H -18.103 12.499 3.956 0.0424 -0.2277 0.0443
H -16.874 13.963 5.529 -0.0255 -0.0364 -0.0604
H -23.473 14.255 1.103 0.0426 0.0816 0.0181
H -24.781 12.959 -0.592 0.0593 -0.0039 0.0577
H -24.054 10.621 -1.104 0.0697 -0.0269 0.0487
H -22.067 9.711 0.094 -0.0522 -0.0678 -0.0116
O -21.703 9.058 8.586 -0.1874 -0.2057 0.3316
C -20.655 9.697 8.002 0.1853 0.1699 -0.1065
C -19.517 9.999 8.749 -0.0661 -0.0938 0.1784
C -18.440 10.657 8.182 -0.0554 0.0522 0.0892
C -18.506 11.051 6.859 0.2029 0.2151 0.0063
C -19.635 10.757 6.120 0.0114 0.0262 0.0789
C -20.712 10.064 6.652 -0.4552 -0.1677 -0.2136
C -21.872 9.690 5.702 0.0943 -0.2380 0.7680
O -22.846 9.103 6.165 -0.2871 -0.0816 0.0837
O -21.683 9.997 4.497 -0.6815 0.1381 0.2266
H -21.493 8.886 9.514 0.1140 0.1075 -0.2702
H -19.485 9.702 9.795 0.0164 -0.0172 -0.0250
H -17.558 10.854 8.778 0.0229 0.0003 -0.0220
H -17.672 11.564 6.400 0.0752 -0.0375 -0.0189
H -19.701 11.050 5.083 0.0900 -0.0486 0.1855
C -18.588 10.388 -0.086 0.0577 -0.2934 -0.0300
N -17.703 10.576 -1.237 -0.1277 -0.0777 -0.2338
C -18.006 11.874 -1.830 -0.0095 -0.0212 -0.2167
N -17.845 12.972 -0.883 -0.1382 0.2951 -0.0920
C -18.732 12.717 0.254 -0.0598 0.1088 0.0054
N -18.441 11.447 0.900 -0.2724 0.1078 0.2323
C -17.053 11.456 1.344 0.3188 -0.2413 0.2202
N -16.125 11.676 0.233 0.1681 0.2019 0.0207
C -16.331 10.614 -0.742 0.2275 -0.1724 -0.0644
C -16.471 12.947 -0.391 0.2343 0.0960 -0.0957
H -18.352 9.432 0.386 -0.0984 0.1077 -0.0060
H -19.624 10.377 -0.436 -0.0200 -0.0898 0.0103
H -19.041 11.868 -2.184 0.0396 -0.0082 -0.0376
H -17.336 12.038 -2.681 -0.0738 0.0099 0.0223
H -19.763 12.707 -0.103 -0.0353 0.0311 -0.0158
H -18.616 13.526 0.980 0.0040 0.0048 -0.0034
H -16.838 10.493 1.817 -0.0403 0.1648 0.1013
H -16.912 12.260 2.069 -0.0086 -0.0497 0.0582
H -16.101 9.656 -0.267 0.0113 0.0253 -0.0520
H -15.655 10.769 -1.590 -0.0191 -0.0386 0.0604
H -15.792 13.129 -1.232 -0.0348 0.0326 0.0631
H -16.353 13.746 0.346 0.0545 -0.0013 -0.0419
C -22.494 5.984 2.246 0.0285 0.1535 0.0166
C -21.786 7.331 2.348 0.1719 0.0485 -0.0594
P -20.164 7.563 1.480 -0.2704 -0.8388 -0.0960
C -20.575 6.787 -0.180 0.0656 0.2004 0.2284
C -19.495 7.035 -1.228 -0.0909 -0.0852 -0.0057
C -19.220 6.141 2.223 -0.0630 0.1786 0.0005
C -17.748 6.096 1.834 0.0334 0.0166 -0.0730
H -23.401 6.014 2.849 -0.0445 -0.0814 0.0072
H -21.869 5.174 2.620 -0.0097 -0.0361 -0.0105
H -22.777 5.759 1.217 -0.0088 -0.0767 -0.0195
H -21.584 7.574 3.395 -0.1139 0.1161 -0.0140
H -22.446 8.122 1.973 -0.0396 0.0015 0.1405
H -21.520 7.222 -0.525 -0.0455 -0.0940 0.0264
H -20.724 5.710 -0.049 -0.1079 0.1208 0.0213
H -19.430 8.091 -1.481 0.0843 0.0624 -0.0744
H -19.706 6.467 -2.138 0.0337 0.0700 -0.0638
H -18.521 6.720 -0.860 0.0833 0.0392 -0.0640
H -19.707 5.195 1.956 -0.0639 0.1214 0.0749
H -19.299 6.289 3.303 0.0177 -0.0163 -0.0318
H -17.617 5.858 0.779 0.0351 -0.0853 -0.0378
H -17.228 5.335 2.418 0.0488 -0.0246 -0.0093
H -17.282 7.058 2.047 0.0557 -0.0451 0.0165
S -17.807 8.943 3.744 -0.6840 0.2255 -0.4879
C -16.652 8.955 5.028 -0.1491 0.0357 -0.2523
C -15.469 9.689 4.894 0.0288 -0.0113 0.0788
C -14.493 9.626 5.865 0.2240 0.1791 0.0817
C -14.683 8.857 7.004 0.2515 -0.0380 0.2654
C -15.867 8.150 7.161 0.1071 -0.0347 0.1371
C -16.846 8.201 6.191 0.0726 -0.0447 0.0327
H -15.331 10.295 4.005 0.0270 -0.0699 0.0077
H -13.568 10.177 5.732 0.0152 0.0268 0.0358
H -13.913 8.809 7.762 0.0298 -0.0115 0.0313
H -16.014 7.547 8.049 -0.0525 0.0125 0.0340
H -17.771 7.653 6.313 -0.0507 0.0120 -0.0471